{
  "formula": "C27H77NO23",
  "method": "wB97M-V/def2-TZVPD",
  "elements": ["O", "O", "O", "O", "O", "O", "O", "O", "O", "O", "O", "O", "O", "O", "O", "O", "O", "O", "O", "O", "O", "O", "O", "N", "C", "C", "C", "C", "C", "C", "C", "C", "C", "C", "C", "C", "C", "C", "C", "C", "C", "C", "C", "C", "C", "C", "C", "C", "C", "C", "C", "H", "H", "H", "H", "H", "H", "H", "H", "H", "H", "H", "H", "H", "H", "H", "H", "H", "H", "H", "H", "H", "H", "H", "H", "H", "H", "H", "H", "H", "H", "H", "H", "H", "H", "H", "H", "H", "H", "H", "H", "H", "H", "H", "H", "H", "H", "H", "H", "H", "H", "H", "H", "H", "H", "H", "H", "H", "H", "H", "H", "H", "H", "H", "H", "H", "H", "H", "H", "H", "H", "H", "H", "H", "H", "H", "H", "H"],
  "coordinates": [[0.55825, -0.09817, -2.55961], [-6.89293, -3.61391, -3.36852], [4.50329, 7.53794, -5.97550], [0.53395, 1.64820, -0.93607], [1.58331, 3.65725, -8.01982], [5.49043, 5.18190, -6.77925], [-3.03660, -1.82377, 0.45028], [1.89365, 1.58738, -10.30257], [-10.10927, -2.87636, 8.46653], [-8.42345, -3.18939, 5.74547], [-8.67842, -1.81982, 1.04746], [-5.73327, -4.66654, -0.78451], [-1.29159, 1.34599, 4.77719], [-0.01431, -3.33936, 1.32767], [0.44493, -0.25659, 0.36733], [-5.26530, -2.25353, 0.86712], [-2.83739, 4.21662, 2.72892], [-7.31528, 1.49363, 3.93877], [4.73930, 4.03773, 3.92148], [-5.95027, -3.03228, 3.93266], [-2.16386, -6.21801, -2.67263], [-0.14014, 5.33685, 0.24401], [2.51328, 0.97168, 0.06495], [2.43590, -3.17971, 1.04756], [-1.03015, 2.00496, 1.52563], [4.10066, 3.35075, -4.75535], [-4.39066, -1.40410, 0.53152], [5.81119, 1.66843, 2.03404], [1.55489, 2.63228, -4.15345], [4.62328, 2.43055, -3.63092], [7.37560, 1.36212, 1.69903], [4.83398, 1.23694, 0.81969], [-3.03414, -3.08212, -0.28753], [5.49874, 0.89686, 3.42569], [3.61140, 1.64237, -2.76784], [-0.64316, -4.17785, 0.32347], [-4.81713, 0.09420, 0.19900], [1.09728, -2.58999, 0.77318], [-1.53035, -3.38090, -0.74443], [0.97027, -1.09777, 1.41966], [5.48773, -3.76500, 0.68990], [2.92525, -4.06436, -0.05181], [3.27176, 1.53749, 1.15867], [2.09268, 1.74360, -2.99196], [0.59192, 1.91276, 1.49048], [1.09321, 1.01472, 0.26804], [-5.97004, 0.50432, 1.26894], [2.57650, 3.41404, -5.00692], [0.97874, 0.98596, -2.11490], [4.43807, -3.70161, -0.52675], [5.06328, -0.30500, 0.46198], [3.21002, 2.68661, 1.22690], [4.26883, 6.80268, -5.39450], [-3.04476, 4.95892, 2.14792], [-7.28077, -2.87000, -2.89330], [4.99203, -0.11426, 3.28243], [6.10192, 5.73074, -6.27298], [4.75097, -4.53725, -1.26407], [-6.87450, -0.19828, 1.12810], [5.14523, 1.85320, -0.09583], [1.86915, 2.76944, -8.27367], [3.66482, 7.98962, -6.13079], [4.47771, -2.73073, -1.12718], [-1.35789, 3.06781, 1.79668], [2.15014, 4.06920, -5.84610], [-7.55811, -2.95508, 6.10421], [-7.99639, 0.98140, 3.48462], [1.98443, -0.79609, 1.83630], [-5.31100, -4.06336, -0.15409], [-1.98106, -6.34106, -3.61222], [2.28250, -3.80592, 1.86430], [7.70626, 0.36017, 2.16615], [0.96598, 2.99703, 1.42836], [-1.52494, 1.71004, 0.54250], [-3.12236, -6.31605, -2.60616], [-1.70791, 0.47505, 4.79050], [3.09303, 1.02661, 2.17305], [6.15576, -0.56032, 0.19510], [-6.67663, -4.48953, -0.67998], [0.42499, 2.70501, -4.33778], [0.14920, 4.44846, -0.00344], [4.78014, -0.98954, 1.34213], [-7.31785, 1.14060, 4.83684], [-9.68852, -2.27677, 9.09461], [-3.88722, 0.74825, 0.37626], [4.43319, -0.63947, -0.43104], [4.85279, 3.95281, -5.36519], [-1.07869, 5.23083, 0.43681], [6.43518, 0.75043, 4.08658], [-1.38895, 1.26448, 2.31674], [0.88614, 1.45430, 2.50801], [2.97525, -5.16176, 0.30025], [-1.57772, -4.04555, -1.68853], [-5.23197, 0.22582, -0.85426], [0.64497, 3.55196, -7.82208], [-3.40282, -3.98504, 0.30214], [4.02530, 0.97121, -1.94172], [6.40442, -3.12432, 0.45473], [2.61848, 2.10527, -10.67419], [-5.77969, -3.15646, 2.98906], [5.22308, 5.74817, -7.51305], [4.99565, -3.50462, 1.69042], [8.06976, 2.19688, 2.04605], [7.41381, 1.18276, 0.56034], [0.21436, -4.70229, -0.24937], [-5.57867, 0.42356, 2.34610], [3.81245, 4.29262, 3.83004], [5.16897, 4.83907, 4.24545], [-3.65809, -2.98755, -1.25611], [1.01568, -2.44695, -0.37129], [0.21200, -1.14039, 2.27624], [-11.05206, -2.69915, 8.57014], [-8.54995, -1.88477, 0.09356], [-3.64122, 4.09841, 3.25098], [-6.38835, -4.08785, -2.69164], [-1.04478, -2.36751, -1.01453], [5.73082, 2.31270, -3.37111], [5.81758, -4.86920, 0.77186], [5.73283, 2.80872, 2.26326], [-8.92833, -3.47351, 6.51996], [-1.27806, -4.95161, 0.89624], [-6.91224, -3.10071, 4.00789], [2.29312, -4.05614, -1.00020], [-6.31522, 1.57987, 1.07374], [-1.92600, 1.90114, 4.30668], [4.77023, 1.54883, 4.02624], [1.55791, 1.08329, -11.05337], [-7.83930, -2.12625, 1.41738]],
  "forces_ev_per_angstrom": [[0.8, 3.7, 2.2], [-0.1, 0.0, 0.2], [-0.4, 0.3, 0.2], [1.2, -1.8, -0.6], [-0.2, 0.0, 0.0], [0.5, -0.1, -0.3], [-3.2, 0.7, -0.8], [0.1, 0.0, -0.2], [-0.1, 0.1, 0.2], [0.2, 0.0, 0.2], [0.2, -0.1, -0.1], [-0.3, 0.0, -0.1], [-0.2, -0.1, 0.0], [0.4, 0.0, -1.4], [1.9, 0.9, 0.3], [2.4, 2.5, -1.2], [-0.4, 0.3, 0.1], [-0.2, -0.1, 0.2], [-0.2, 0.4, 0.1], [-0.3, 0.0, -0.3], [-0.2, 0.0, -0.2], [-0.1, -0.2, 0.0], [-1.6, 0.1, 1.7], [-1.5, -1.2, -0.3], [0.3, -0.3, 0.0], [-1.9, -2.2, 2.4], [-1.4, -1.9, 0.6], [0.9, 0.0, 1.0], [3.9, -0.3, 1.0], [-4.0, 0.2, -0.4], [-0.9, -0.7, -0.9], [0.4, -0.4, 0.1], [1.6, -1.4, -1.4], [-0.7, 0.7, 0.3], [-0.9, 1.7, -2.0], [0.2, -0.4, -0.6], [0.5, 0.1, 1.8], [0.1, 1.8, 0.0], [-0.1, 0.0, 0.0], [0.0, -1.6, 0.3], [-0.3, -0.8, -0.5], [1.7, -0.9, -0.8], [3.0, 0.0, 0.2], [1.4, 2.2, -1.9], [-1.1, 0.4, 0.2], [-1.2, 1.0, 0.6], [0.1, -0.2, -0.5], [0.6, -1.4, 2.2], [0.7, -2.0, -2.3], [-0.1, -0.8, 0.0], [-0.1, -0.5, 0.0], [-0.4, -1.8, -0.1], [0.0, 0.0, -0.2], [0.0, -0.1, 0.1], [0.1, -0.1, -0.2], [0.8, 1.2, 0.1], [-0.1, 0.0, -0.2], [-0.6, 1.3, 1.0], [1.5, 1.2, 0.3], [-0.5, -0.7, 1.2], [-0.1, 0.1, -0.1], [0.2, 0.0, 0.0], [-0.2, -1.2, 1.1], [0.6, -1.9, -0.3], [1.0, -1.2, 1.4], [-0.1, -0.1, 0.0], [0.1, 0.1, 0.0], [-1.3, -0.2, -0.9], [-0.1, 0.1, -0.1], [0.0, 0.0, 0.1], [0.3, 0.8, -0.6], [-0.5, 1.6, -0.6], [-0.2, -1.8, 0.0], [0.9, 0.4, 1.2], [0.1, 0.0, 0.1], [0.1, 0.1, 0.1], [-0.2, 0.9, -1.6], [-1.6, 0.6, 0.5], [0.1, -0.2, 0.2], [2.0, -0.1, 0.3], [0.0, 0.1, -0.1], [0.3, 1.0, -1.3], [0.0, 0.1, -0.1], [0.0, -0.1, -0.1], [-1.4, -0.9, -0.6], [0.8, 0.6, 1.3], [-1.6, -1.1, 0.8], [0.2, 0.0, 0.0], [-1.4, 0.3, -1.2], [0.3, 1.1, -1.1], [-0.1, 0.8, -1.8], [-0.2, 1.6, -0.5], [0.0, 1.1, 1.5], [0.9, -0.5, 1.3], [0.1, 0.0, -0.1], [0.4, 1.4, -0.4], [-0.9, 1.1, -1.3], [-1.3, -0.9, 0.6], [-0.1, 0.0, 0.1], [0.2, 0.1, 0.1], [-0.1, 0.0, 0.2], [0.8, 0.0, -1.5], [-1.0, -1.1, -0.6], [0.5, 0.6, 1.7], [-1.6, 0.5, 0.8], [-0.7, 0.1, -1.7], [0.1, -0.1, 0.0], [0.0, -0.1, 0.0], [0.8, 0.0, 1.7], [0.0, -0.2, 1.8], [1.0, 0.1, -1.2], [0.1, -0.1, -0.1], [-0.1, 0.0, 0.1], [0.1, 0.0, -0.1], [0.1, 0.1, -0.1], [-0.7, -1.6, 0.4], [-1.8, 0.3, -0.6], [-0.3, 1.8, 0.0], [-0.1, -2.1, -0.6], [-0.1, 0.1, -0.1], [1.0, 1.2, -1.0], [0.1, -0.1, 0.1], [0.5, 0.2, 1.4], [0.6, -1.6, 0.3], [0.2, 0.0, 0.0], [1.0, -1.0, -0.7], [0.0, 0.0, 0.2], [-0.1, 0.1, -0.1]],
  "lowdin_charge": [0.105, -0.063, -0.066, 0.030, -0.073, -0.083, -0.026, -0.056, -0.051, -0.063, -0.059, -0.061, -0.061, -0.140, -0.062, 0.001, -0.059, -0.067, -0.057, -0.060, -0.059, -0.051, -0.069, -0.007, -0.081, -0.057, -0.336, -0.341, -0.011, -0.057, -0.101, -0.278, -0.175, -0.103, -0.015, -0.173, -0.100, -0.305, -0.107, -0.064, -0.142, -0.232, -0.146, -0.062, -0.103, -0.464, -0.111, -0.065, -0.325, -0.236, -0.087, 0.147, 0.036, 0.045, 0.024, 0.066, 0.044, 0.105, 0.058, 0.132, 0.021, 0.047, 0.086, 0.046, 0.069, 0.035, 0.039, 0.124, -0.013, 0.042, 0.126, 0.080, 0.112, 0.080, 0.040, 0.042, 0.126, 0.083, 0.045, 0.104, 0.018, 0.075, 0.040, 0.044, 0.111, 0.062, 0.054, 0.022, 0.085, 0.061, 0.128, 0.124, 0.109, 0.129, 0.043, 0.126, 0.073, 0.067, 0.045, 0.008, 0.049, 0.064, 0.076, 0.068, 0.120, 0.084, 0.048, 0.048, 0.146, 0.156, 0.142, 0.045, 0.034, 0.050, -0.007, 0.127, 0.090, 0.075, 0.115, 0.012, 0.140, 0.009, 0.112, 0.086, 0.017, 0.060, 0.041, 0.009],
  "energy_ev": -77822.002,
  "homo_ev": -8.4,
  "homo_lumo_gap_ev": 8.5
}